# 1
Entry from OMol25: a 10-piece molecular cluster, C18H56O18S4 overall at a distorted geometry (wB97M-V/def2-TZVPD).

Geometry (Å):
O1 -2.160 0.967 -0.438
S1 -1.547 -0.241 0.085
O2 -1.553 -1.441 -0.697
O3 -0.014 0.193 0.430
C1 0.719 1.029 -0.449
C2 1.738 0.243 -1.291
C3 -2.038 -0.546 1.802
H1 1.317 1.801 0.042
H2 0.016 1.629 -1.029
H3 2.783 0.307 -0.993
H4 1.718 0.478 -2.355
H5 1.544 -0.830 -1.224
H6 -1.816 0.390 2.302
H7 -1.434 -1.437 1.960
H8 -3.100 -0.753 1.671
O4 0.299 -0.291 -4.214
S2 -0.818 -0.374 -5.101
O5 -0.742 0.107 -6.450
O6 -1.408 -1.934 -5.056
C4 -2.299 -2.300 -6.065
C5 -1.659 -2.993 -7.264
C6 -2.315 0.432 -4.292
H9 -2.978 -1.479 -6.318
H10 -3.026 -3.028 -5.685
H11 -2.322 -3.491 -7.968
H12 -0.977 -3.738 -6.848
H13 -1.041 -2.293 -7.830
H14 -2.063 1.441 -3.966
H15 -2.541 -0.135 -3.392
H16 -3.102 0.503 -5.037
O7 5.604 4.287 -1.911
S3 6.676 3.598 -2.605
O8 8.001 4.178 -2.608
O9 6.708 2.037 -2.034
C7 5.432 1.483 -1.634
C8 5.585 0.048 -1.259
C9 6.095 3.241 -4.286
H17 4.685 1.494 -2.434
H18 4.903 1.862 -0.755
H19 6.032 -0.401 -2.153
H20 4.687 -0.465 -0.936
H21 6.369 -0.021 -0.500
H22 6.544 4.020 -4.896
H23 5.008 3.236 -4.246
H24 6.390 2.240 -4.593
O10 -0.378 -3.409 3.446
S4 -0.567 -4.554 4.294
O11 0.520 -4.997 5.111
O12 -1.907 -4.359 5.226
C10 -1.897 -4.998 6.498
C11 -3.352 -5.151 6.914
C12 -1.171 -5.995 3.279
H25 -1.437 -4.346 7.244
H26 -1.403 -5.969 6.504
H27 -3.448 -5.459 7.956
H28 -3.796 -5.890 6.247
H29 -3.895 -4.207 6.879
H30 -1.341 -6.807 3.983
H31 -0.375 -6.203 2.569
H32 -2.113 -5.770 2.786
C13 1.373 3.397 -3.754
O13 0.425 3.381 -4.799
H33 2.187 2.699 -3.984
H34 1.786 4.386 -3.544
H35 1.024 2.984 -2.806
H36 0.932 3.279 -5.607
C14 2.771 4.784 0.224
O14 3.126 3.735 -0.690
H37 2.160 5.531 -0.291
H38 2.071 4.347 0.936
H39 3.704 5.217 0.576
H40 4.028 3.884 -0.985
C15 1.476 1.320 3.774
O15 0.805 1.976 4.868
H41 0.794 0.538 3.438
H42 1.651 2.054 2.988
H43 2.422 0.843 4.023
H44 0.533 2.855 4.600
C16 -3.805 3.735 0.695
O16 -3.496 3.402 -0.638
H45 -3.068 3.235 1.335
H46 -3.573 4.795 0.833
H47 -4.843 3.419 0.829
H48 -2.962 2.602 -0.685
C17 -0.973 -0.887 5.791
O17 -1.594 0.245 6.405
H49 -0.176 -1.292 6.419
H50 -1.600 -1.741 5.528
H51 -0.628 -0.475 4.841
H52 -1.150 1.004 6.016
C18 -6.155 -1.629 0.871
O18 -5.332 -1.908 1.975
H53 -5.641 -1.079 0.089
H54 -6.611 -2.555 0.488
H55 -7.142 -1.184 1.053
H56 -5.859 -1.837 2.775

Cartesian forces (eV/Å) of the 6 atoms listed first:
-0.1 -1.0 0.1
1.3 1.5 0.4
-0.3 0.3 0.3
-0.6 -0.6 0.8
1.0 0.8 -1.4
-0.2 -0.9 -0.4

**Charge**: 0
**Spin multiplicity**: 1
**Energy relative to the best compared isomer or geometry (same formula, charge and spin)**: 40.59 kcal per mole
**E_HOMO**: -9.7 eV
**SMILES**: CCOS(C)(=O)=O.CCOS(C)(=O)=O.CCOS(C)(=O)=O.CCOS(C)(=O)=O.CO.CO.CO.CO.CO.CO

Atom charges from the Mulliken analysis, given in e for atoms 1 to 2:
1. O -0.730
2. S 1.121


# 2
Entry from OMol25: C52H38N5OP2S5Ta as an isolated structure at a distorted geometry (wB97M-V/def2-TZVPD).

Geometry (Å):
Ta1 -0.155 0.390 -0.416
C1 0.298 2.227 -6.121
S1 0.797 3.044 -4.599
C2 0.436 1.832 -3.434
S2 0.684 2.341 -1.789
N1 0.018 0.668 -3.788
N2 -0.318 -0.129 -2.711
C3 -0.728 -1.286 -3.046
C4 -1.459 -2.067 -2.065
C5 -2.060 -3.258 -2.396
C6 -2.906 -3.862 -1.476
C7 -3.136 -3.235 -0.266
C8 -2.469 -2.054 0.005
N3 -1.631 -1.480 -0.867
H1 0.409 2.984 -6.895
H2 -0.741 1.912 -6.051
H3 0.943 1.377 -6.330
H4 -0.695 -1.588 -4.086
H5 -1.872 -3.697 -3.368
H6 -3.396 -4.799 -1.715
H7 -3.821 -3.643 0.466
H8 -2.625 -1.523 0.929
O1 1.068 -2.805 -1.129
S3 0.965 -2.038 0.136
C9 2.575 -2.009 0.861
C10 3.112 -3.195 1.353
C11 4.421 -3.186 1.789
C12 5.182 -2.019 1.711
C13 4.633 -0.852 1.202
C14 3.303 -0.835 0.784
P1 2.548 0.668 0.098
C15 3.536 0.882 -1.404
C16 3.188 0.084 -2.496
C17 3.959 0.102 -3.647
C18 5.086 0.914 -3.708
C19 5.437 1.702 -2.622
C20 4.666 1.689 -1.465
C21 2.986 1.996 1.244
C22 3.007 3.311 0.768
C23 3.260 4.361 1.635
C24 3.477 4.113 2.986
C25 3.436 2.811 3.468
C26 3.189 1.753 2.598
C27 0.052 -2.994 1.322
C28 -0.086 -4.349 1.064
C29 -0.794 -5.115 1.977
C30 -1.338 -4.523 3.115
C31 -1.193 -3.161 3.348
C32 -0.513 -2.365 2.431
P2 -0.213 -0.568 2.656
C33 -1.790 0.163 3.205
C34 -3.020 -0.486 3.138
C35 -4.195 0.185 3.470
C36 -4.148 1.509 3.874
C37 -2.921 2.155 3.981
C38 -1.751 1.489 3.648
C39 0.802 -0.629 4.193
C40 0.256 -0.348 5.443
C41 1.017 -0.544 6.592
C42 2.320 -1.011 6.503
C43 2.869 -1.295 5.258
C44 2.114 -1.107 4.111
H9 2.525 -4.105 1.390
H10 4.858 -4.095 2.189
H11 6.213 -2.025 2.043
H12 5.235 0.046 1.126
H13 2.318 -0.565 -2.448
H14 3.686 -0.519 -4.493
H15 5.694 0.928 -4.605
H16 6.320 2.328 -2.670
H17 4.948 2.311 -0.626
H18 2.822 3.513 -0.281
H19 3.284 5.378 1.258
H20 3.681 4.936 3.662
H21 3.600 2.613 4.521
H22 3.159 0.746 2.988
H23 0.351 -4.783 0.170
H24 -0.917 -6.178 1.805
H25 -1.879 -5.132 3.829
H26 -1.605 -2.716 4.247
H27 -3.080 -1.535 2.877
H28 -5.144 -0.337 3.419
H29 -5.062 2.034 4.125
H30 -2.875 3.181 4.328
H31 -0.801 2.000 3.753
H32 -0.758 0.015 5.539
H33 0.582 -0.330 7.561
H34 2.907 -1.159 7.402
H35 3.886 -1.666 5.180
H36 2.544 -1.358 3.152
S4 -2.447 1.168 -0.637
C45 -2.384 2.876 -0.296
C46 -3.392 3.718 -0.761
C47 -3.322 5.079 -0.522
C48 -4.353 5.944 -1.048
N4 -5.170 6.630 -1.479
C49 -2.246 5.605 0.215
C50 -1.263 4.763 0.699
C51 -1.323 3.398 0.437
S5 -0.101 2.337 1.082
C52 -2.142 7.025 0.465
N5 -2.061 8.154 0.672
H37 -4.225 3.316 -1.326
H38 -0.439 5.173 1.274

Cartesian forces (eV/Å) of the 6 atoms listed first:
-0.8 0.5 -0.3
0.0 0.0 0.0
0.0 0.1 0.0
0.3 0.0 0.0
-0.6 -0.4 0.5
0.1 -0.2 0.2

**Charge**: +2
**Spin multiplicity**: 1
**Energy relative to the best compared isomer or geometry (same formula, charge and spin)**: 18.08 kcal per mole
**E_HOMO**: -13.0 eV

Atom charges from the Mulliken analysis, given in e for atoms 1 to 2:
1. Ta 2.118
2. C -0.833


# 3
Entry from OMol25: an isolated molecule of C5H14N2 at a distorted geometry (wB97M-V/def2-TZVPD).

Geometry (Å):
C1 0.057 0.328 0.628
N1 -0.859 0.985 -0.277
C2 -1.979 1.688 0.475
C3 -1.655 0.123 -1.188
C4 1.433 -0.227 0.111
C5 1.456 -1.607 -0.581
N2 2.459 -0.044 1.228
H1 0.329 1.065 1.479
H2 -0.480 -0.549 1.077
H3 -1.567 2.243 1.275
H4 -2.522 0.886 0.913
H5 -2.472 2.328 -0.331
H6 -1.066 -0.437 -1.914
H7 -2.220 -0.654 -0.801
H8 -2.410 0.659 -1.808
H9 1.720 0.371 -0.789
H10 1.546 -1.572 -1.705
H11 0.538 -2.187 -0.462
H12 2.115 -2.296 -0.082
H13 2.297 -0.688 1.957
H14 3.281 -0.416 0.795

Cartesian forces (eV/Å) of the 6 atoms listed first:
0.4 -0.6 1.6
-1.8 0.6 -0.9
1.8 0.0 -2.4
1.6 0.9 -2.0
0.0 1.1 -0.9
-1.5 -0.7 -0.3

**Charge**: 0
**Spin multiplicity**: 1
**Energy relative to the best compared isomer or geometry (same formula, charge and spin)**: 51.48 kcal per mole
**E_HOMO**: -8.6 eV
**SMILES**: C[C@H](N)CN(C)C

Atom charges from the Mulliken analysis, given in e for atoms 1 to 2:
1. C -0.674
2. N -0.161


# 4
Entry from OMol25: C11H11BN2O as an isolated structure at a distorted geometry (wB97M-V/def2-TZVPD).

Geometry (Å):
B1 0.616 -0.316 -1.169
C1 1.394 -2.879 1.404
C2 -1.625 2.249 1.333
C3 2.152 -2.149 2.318
C4 -2.902 2.178 0.834
C5 1.048 -2.314 0.212
C6 -0.604 1.462 0.723
C7 2.381 -0.822 1.988
C8 -3.152 1.456 -0.285
C9 1.411 -0.956 -0.032
C10 -0.973 0.738 -0.371
C11 0.226 0.298 -3.514
N1 2.006 -0.192 0.883
N2 -2.187 0.700 -0.900
O1 0.853 -0.300 -2.441
H1 1.430 -3.999 1.430
H2 -1.250 3.024 2.132
H3 2.686 -2.551 3.141
H4 -3.760 2.808 1.130
H5 0.632 -2.856 -0.649
H6 0.349 1.723 1.156
H7 3.067 -0.161 2.619
H8 -4.087 1.442 -0.719
H9 0.585 -0.339 -4.393
H10 0.510 1.303 -3.598
H11 -0.807 0.454 -3.231

Cartesian forces (eV/Å) of the 6 atoms listed first:
-3.2 2.9 1.6
1.6 -2.4 0.0
2.3 0.9 0.9
-0.5 1.0 -1.2
-1.3 1.7 0.5
0.5 1.4 -1.2

**Charge**: 0
**Spin multiplicity**: 1
**Energy relative to the best compared isomer or geometry (same formula, charge and spin)**: 20.33 kcal per mole
**E_HOMO**: -8.3 eV

Atom charges from the Mulliken analysis, given in e for atoms 1 to 2:
1. B 0.647
2. C -0.478